The following is a DFT calculation (ωB97M-V with the def2-TZVPD basis set) of a cluster of 12 separate species, C48H128N8O20 in total in a non-equilibrium geometry.

```
204
C48H128N8O20 (ωB97M-V with the def2-TZVPD basis set)
C 2.5265 -7.4204 -1.9129
O 1.7394 -6.2877 -1.6982
C 2.2925 -5.0884 -2.2121
C 1.5092 -3.9099 -1.6725
N 2.0053 -2.5306 -1.7816
C 1.9519 -1.9208 -3.1047
C 2.4050 -0.4063 -3.1494
O 1.3754 0.4932 -2.7600
C 1.8573 1.8239 -2.6585
H 2.4526 -7.7975 -2.9329
H 2.2118 -8.2296 -1.2540
H 3.5894 -7.2641 -1.7285
H 2.5393 -5.0661 -3.2736
H 3.2900 -5.0092 -1.7800
H 1.3318 -4.1201 -0.6178
H 0.4902 -4.0401 -2.0369
H 1.5775 -1.9422 -1.0810
H 0.9673 -2.0197 -3.5617
H 2.5521 -2.4751 -3.8263
H 2.8281 -0.1863 -4.1295
H 3.2619 -0.1871 -2.5123
H 0.9975 2.4185 -2.3501
H 2.3054 2.2472 -3.5575
H 2.3925 2.0701 -1.7414
C -5.7286 4.8454 -3.6388
O -6.3697 3.5994 -3.5157
C -5.7808 2.6259 -2.7468
C -4.3517 2.1781 -3.0351
N -4.1474 1.5280 -4.3285
C -2.7140 1.2429 -4.4370
C -1.9181 2.4814 -4.6700
O -2.4584 3.3080 -5.6882
C -1.7716 4.5320 -5.8280
H -6.4526 5.5550 -4.0393
H -4.8544 4.7182 -4.2773
H -5.4203 5.1131 -2.6282
H -6.4496 1.7660 -2.7070
H -5.8164 3.0890 -1.7607
H -4.0946 1.3944 -2.3225
H -3.6997 3.0234 -2.8147
H -4.3338 2.2552 -5.0042
H -2.5626 0.5610 -5.2738
H -2.3905 0.6822 -3.5600
H -0.8594 2.3192 -4.8724
H -1.8007 3.0568 -3.7517
H -2.0303 5.0334 -6.7606
H -0.6918 4.4442 -5.9482
H -2.0306 5.1742 -4.9862
C -4.2330 -2.8979 1.8941
O -5.4894 -2.7329 2.3491
C -5.6355 -1.9340 3.5314
C -7.1254 -1.8712 3.9401
N -7.5337 -3.1974 4.3667
C -8.9208 -3.4926 4.6976
C -9.5623 -2.7352 5.7889
O -10.8613 -3.3247 5.9623
C -11.5637 -2.7576 7.0565
H -4.0590 -1.8999 1.4918
H -4.1976 -3.5858 1.0493
H -3.5786 -3.1898 2.7154
H -5.3388 -0.9328 3.2187
H -4.8885 -2.2488 4.2601
H -7.6827 -1.5697 3.0531
H -7.1859 -1.0835 4.6911
H -6.9674 -3.8966 3.9079
H -9.0381 -4.5119 5.0654
H -9.5043 -3.5871 3.7817
H -9.7076 -1.6673 5.6254
H -8.9917 -2.8025 6.7151
H -11.3818 -1.7052 7.2742
H -11.1471 -3.2313 7.9454
H -12.6402 -2.9282 7.0697
C 5.8281 4.0788 5.2123
O 6.2013 3.1235 4.1573
C 5.7336 1.8334 4.4579
C 4.1934 1.5640 4.1690
N 3.8491 1.5029 2.7524
C 2.4019 1.5687 2.5373
C 2.0016 3.0430 2.5708
O 2.8364 3.9142 1.8097
C 2.7050 3.6601 0.4267
H 6.2621 5.0669 5.0594
H 6.2025 3.7231 6.1722
H 4.7401 4.1457 5.2085
H 5.9682 1.5437 5.4822
H 6.2679 1.1110 3.8409
H 3.5467 2.2723 4.6870
H 3.9759 0.6135 4.6562
H 4.1339 2.3141 2.2224
H 1.8131 0.9694 3.2318
H 2.0826 1.1316 1.5912
H 2.0953 3.3724 3.6056
H 0.9421 3.1235 2.3278
H 1.6738 3.7882 0.0978
H 3.1209 2.6982 0.1271
H 3.2788 4.3665 -0.1731
C 6.8679 0.3357 -1.6384
O 5.8484 -0.5685 -1.2930
C 5.4505 -0.3361 0.0179
C 4.2973 -1.2537 0.2555
N 3.9013 -1.1933 1.6602
C 2.9261 -2.2088 1.9235
C 3.0561 -2.7235 3.3706
O 2.2939 -3.9216 3.4579
C 2.3693 -4.4097 4.7707
H 7.3627 0.1432 -2.5904
H 7.7378 0.2648 -0.9854
H 6.3727 1.3031 -1.5543
H 5.1186 0.6901 0.1755
H 6.2960 -0.5939 0.6556
H 4.6347 -2.2319 -0.0871
H 3.5094 -0.8862 -0.4019
H 3.8756 -0.2853 2.1016
H 3.1367 -3.0245 1.2318
H 1.9109 -1.8718 1.7139
H 2.7926 -1.8819 4.0112
H 4.0971 -2.9279 3.6210
H 1.8161 -5.3388 4.9085
H 1.9405 -3.7660 5.5387
H 3.3535 -4.7813 5.0556
C -5.5847 1.0053 0.3291
O -5.4338 2.3829 0.5677
C -5.2095 2.7182 2.0026
C -4.9753 4.2605 2.2572
N -3.9327 4.9677 1.4893
C -4.0764 6.4545 1.6888
C -3.0633 7.2825 0.8730
O -3.3444 7.1144 -0.5131
C -2.6495 8.0121 -1.3721
H -4.6509 0.4518 0.4276
H -5.8951 0.8946 -0.7099
H -6.4047 0.6275 0.9398
H -4.3175 2.2025 2.3582
H -6.0106 2.3361 2.6353
H -4.7439 4.5220 3.2897
H -5.9263 4.7484 2.0434
H -3.9897 4.6821 0.5222
H -4.0002 6.6900 2.7503
H -5.0350 6.8474 1.3502
H -2.0626 6.9238 1.1140
H -3.1675 8.3423 1.1053
H -2.9507 9.0320 -1.1328
H -2.8891 7.7510 -2.4029
H -1.5724 7.8453 -1.3608
C -1.1745 5.0418 -1.8112
O -1.9685 3.9329 -1.4256
C -1.3542 3.2929 -0.2617
C -2.0443 1.9824 0.1305
N -1.3453 1.3008 1.2058
C -1.8951 0.0282 1.4992
C -1.0803 -0.6014 2.6778
O -1.6299 -1.9467 2.9248
C -0.6942 -2.8984 3.4020
H -0.9455 5.6789 -0.9570
H -1.7490 5.6957 -2.4674
H -0.1888 4.7733 -2.1912
H -1.3538 4.0250 0.5459
H -0.2994 3.0800 -0.4357
H -1.9381 1.4696 -0.8254
H -3.1075 2.0740 0.3526
H -1.5324 1.9532 1.9538
H -1.9893 -0.5467 0.5779
H -2.9261 0.2751 1.7529
H -1.2211 0.1188 3.4838
H -0.0070 -0.5030 2.5157
H -1.1309 -3.8750 3.6105
H -0.1150 -2.5625 4.2622
H -0.1023 -3.0320 2.4965
C 11.3007 -4.7304 -6.4790
O 10.0161 -4.4651 -6.0340
C 9.3339 -5.6535 -5.4841
C 8.3154 -5.1991 -4.3753
N 6.9630 -5.6719 -4.6292
C 5.9074 -5.4191 -3.6212
C 5.7841 -3.8790 -3.3288
O 5.3687 -3.2116 -4.4994
C 5.4950 -1.7958 -4.2880
H 11.8745 -5.2308 -5.6990
H 11.6577 -3.7477 -6.7869
H 11.1680 -5.3399 -7.3728
H 10.0282 -6.3322 -4.9887
H 8.8420 -6.1744 -6.3055
H 8.3866 -4.1228 -4.2186
H 8.7460 -5.5585 -3.4407
H 7.0239 -6.6785 -4.6844
H 6.1831 -5.8484 -2.6580
H 4.9921 -5.9014 -3.9642
H 6.7542 -3.5991 -2.9180
H 5.0924 -3.6668 -2.5136
H 4.8553 -1.4663 -3.4693
H 5.3064 -1.3509 -5.2650
H 6.4915 -1.5202 -3.9426
O -2.0444 3.1879 3.2460
H -2.6594 2.8431 3.8934
H -2.5929 3.6694 2.6267
O -1.5215 -3.9446 0.2375
H -1.9827 -3.4260 -0.4217
H -1.3816 -3.3385 0.9650
O 0.7312 -0.1757 -0.1637
H 0.0637 0.3875 0.2280
H 0.8533 0.1747 -1.0460
O -2.7496 -2.2688 -1.5482
H -3.6573 -1.9676 -1.5103
H -2.5741 -2.3849 -2.4820
```

Calculated values
Kohn-Sham gap: 7.80 eV
ΔE to the lowest compared entry with this formula, charge and spin: 0.00 kcal/mol
Structure (SMILES): COCCNCCOC.COCCNCCOC.COCCNCCOC.COCCNCCOC.COCCNCCOC.COCCNCCOC.COCCNCCOC.COCCNCCOC.O.O.O.O
Lowest unoccupied orbital energy: 0.17 eV